1.
Computed, not measured: C29H48Cl2N3NiO4SSi as an isolated structure at a distorted geometry, with ωB97M-V/def2-TZVPD.

As for the LUMO energy (spin up / spin down): 2.48 / 2.48 eV. For the molar mass, the calculation gives 692.472 g/mol. For the electronic energy, the calculation gives -4715.58265 a.u. For the relative energy (zero: lowest compared OMol25 entry of this formula, charge and spin), the calculation gives 35.48 kcal/mol.

Geometry as ORCA input:
```
! RIJCOSX wB97M-V def2-TZVPD def2/J DEFGRID3
* xyz -1 3
C -1.609 -0.383 -4.393
C -1.209 -1.664 -3.739
H -1.072 -0.207 -5.329
H -1.375 0.431 -3.701
H -2.685 -0.339 -4.604
C -0.737 -2.744 -4.390
C -0.501 -2.824 -5.864
H -0.450 -3.641 -3.829
H -0.652 -1.853 -6.360
H -1.183 -3.548 -6.344
H 0.526 -3.164 -6.085
Ni 0.275 0.586 0.036
Cl -0.719 2.229 -1.108
C -0.288 -2.078 1.426
O 0.585 -1.239 1.092
N -0.032 -3.123 2.213
C 1.326 -3.428 2.661
C -1.049 -4.109 2.574
H -1.348 -1.983 1.095
H 1.997 -2.597 2.428
H 1.679 -4.351 2.177
H 1.303 -3.611 3.743
H -2.024 -3.805 2.178
H -1.105 -4.197 3.669
H -0.783 -5.093 2.162
H 0.392 2.839 4.873
H -1.334 4.641 4.028
C 0.956 3.126 3.974
C -0.802 4.681 3.069
N 0.040 3.496 2.905
H 1.567 2.282 3.632
C -0.045 2.711 1.835
O 0.718 1.720 1.649
H -1.528 4.721 2.249
H -0.861 2.945 1.128
H 1.597 3.981 4.220
H -0.187 5.590 3.035
H 1.284 -0.085 -3.852
H 2.145 -2.627 -3.361
C 2.191 0.234 -3.326
C 3.015 -2.080 -2.970
N 2.607 -0.806 -2.394
H 2.005 1.166 -2.783
C 2.627 -0.590 -1.075
O 2.216 0.469 -0.541
H 3.515 -2.684 -2.200
H 3.056 -1.414 -0.470
H 2.993 0.363 -4.063
H 3.699 -1.886 -3.804
O -0.279 -0.657 -1.911
C -1.183 -1.622 -2.208
C 0.222 -3.583 -1.216
C -1.010 -2.986 -1.483
H 1.143 -3.009 -1.339
C 0.277 -4.926 -0.821
H -2.208 -1.278 -1.946
C -2.182 -3.676 -1.188
H 1.246 -5.423 -0.704
C -0.907 -5.637 -0.606
C -2.145 -5.009 -0.774
H -3.133 -3.168 -1.339
H -0.866 -6.692 -0.308
H -3.078 -5.547 -0.602
Si -0.398 4.692 -2.579
Cl -0.389 3.038 -3.924
C 1.429 5.051 -2.215
C -1.659 5.007 -1.162
C -0.862 6.248 -3.616
H 1.972 4.143 -1.918
H 1.503 5.811 -1.420
H 1.887 5.471 -3.130
H -0.143 6.447 -4.426
H -0.844 7.114 -2.932
H -1.867 6.179 -4.056
H -1.737 4.206 -0.417
H -2.662 5.171 -1.587
H -1.382 5.937 -0.639
S -2.324 0.310 0.659
C -2.699 0.392 2.289
C -1.700 0.232 3.287
C -2.003 0.453 4.619
C -3.302 0.782 5.013
C -4.322 0.865 4.044
C -4.030 0.665 2.699
H -0.687 -0.034 2.976
H -1.205 0.359 5.367
H -3.527 0.971 6.065
H -5.338 1.088 4.345
H -4.799 0.736 1.934
*
```

Mulliken atomic charge list, values in e, 2 entries: atom 1 (C): -1.176, atom 2 (C): 0.290

***

2.
Computed, not measured: a 4-piece molecular cluster, C29H48ClF9O11S overall at a distorted geometry, with ωB97M-V/def2-TZVPD.

As for the structure (SMILES): CCCCCCCCCC[C@@]1(Cl)OS(=O)(=O)O[C@@]1(CC)OCCC.CCOC(=O)C(F)(F)F.CCOC(=O)C(F)(F)F.CCOC(=O)C(F)(F)F. As for the LUMO energy: 0.18 eV. For the molar mass, the calculation gives 811.194 g/mol. For the electronic energy, the calculation gives -3718.27031 a.u.

Geometry as ORCA input:
```
! RIJCOSX wB97M-V def2-TZVPD def2/J DEFGRID3
* xyz 0 1
C -2.636 7.084 -2.446
C -3.277 7.671 -3.852
C -4.442 6.664 -4.501
C -3.641 5.344 -5.049
C -4.478 3.936 -4.966
C -5.249 3.668 -3.543
C -4.883 2.197 -2.914
C -5.641 2.064 -1.434
C -5.699 0.420 -1.140
C -5.892 0.050 0.448
C -4.462 -0.035 1.291
Cl -3.098 1.107 0.716
O -4.946 0.278 2.670
S -5.716 -1.130 3.273
O -5.391 -1.176 4.792
O -7.249 -1.300 3.088
O -4.969 -2.240 2.215
C -3.831 -1.567 1.510
C -2.626 -1.751 2.625
C -1.120 -1.435 2.045
O -3.718 -2.236 0.205
C -3.162 -3.595 0.317
C -3.519 -4.554 -1.006
C -3.939 -6.097 -0.541
H -2.091 6.041 -2.581
H -3.543 6.886 -1.724
H -1.856 7.861 -2.040
H -3.643 8.787 -3.773
H -2.377 7.669 -4.634
H -5.255 6.454 -3.687
H -4.951 7.268 -5.366
H -2.551 5.272 -4.568
H -3.438 5.538 -6.210
H -5.189 3.792 -5.914
H -3.668 3.065 -5.070
H -5.019 4.481 -2.708
H -6.416 3.639 -3.790
H -5.412 1.394 -3.606
H -3.731 2.006 -2.818
H -6.704 2.542 -1.556
H -5.091 2.656 -0.584
H -4.739 -0.087 -1.637
H -6.628 0.003 -1.757
H -6.624 0.831 0.975
H -6.467 -0.995 0.473
H -2.779 -1.029 3.555
H -2.639 -2.869 3.001
H -0.862 -0.307 2.263
H -1.148 -1.542 0.865
H -0.300 -2.127 2.547
H -1.981 -3.536 0.373
H -3.541 -4.206 1.249
H -4.341 -4.054 -1.699
H -2.514 -4.682 -1.633
H -3.311 -6.882 -1.158
H -5.068 -6.265 -0.812
H -3.716 -6.312 0.596
C 3.727 -2.414 5.792
C 4.681 -1.954 4.706
O 4.658 -2.861 3.593
C 3.616 -2.712 2.715
O 2.732 -1.867 2.838
C 3.739 -3.704 1.560
F 4.036 -4.967 1.979
F 4.725 -3.353 0.686
F 2.597 -3.809 0.823
H 3.949 -3.444 6.088
H 3.800 -1.768 6.671
H 2.690 -2.401 5.440
H 5.705 -1.954 5.095
H 4.461 -0.931 4.379
C 4.376 -1.807 -1.781
C 4.332 -0.395 -1.229
O 3.882 0.528 -2.232
C 2.527 0.584 -2.434
O 1.713 -0.099 -1.816
C 2.183 1.634 -3.489
F 2.983 1.556 -4.590
F 2.318 2.904 -3.011
F 0.902 1.534 -3.944
H 4.986 -1.847 -2.689
H 4.793 -2.499 -1.043
H 3.376 -2.157 -2.055
H 5.342 -0.084 -0.942
H 3.708 -0.330 -0.330
C 10.926 -1.946 1.944
C 9.686 -2.491 2.627
O 9.065 -1.479 3.434
C 8.278 -0.575 2.768
O 8.092 -0.594 1.553
C 7.645 0.412 3.746
F 8.538 0.901 4.654
F 6.641 -0.158 4.472
F 7.100 1.499 3.130
H 11.614 -1.518 2.679
H 11.443 -2.736 1.391
H 10.672 -1.144 1.243
H 9.969 -3.306 3.302
H 8.972 -2.905 1.905
*
```

Mulliken atomic charge list, values in e, 2 entries: atom 1 (C): -0.753, atom 2 (C): -0.580

***

3.
Computed, not measured: C29H48ClN4O4PbSi as an isolated structure at a distorted geometry, with ωB97M-V/def2-TZVPD.

As for the LUMO energy: 2.38 eV. For the molar mass, the calculation gives 787.466 g/mol. For the electronic energy, the calculation gives -2596.48998 a.u.

Geometry as ORCA input:
```
! RIJCOSX wB97M-V def2-TZVPD def2/J DEFGRID3
* xyz -1 1
O -0.897 -2.124 -1.007
C -0.154 -3.157 -1.439
C 0.267 -4.047 -0.256
C 0.180 -3.557 1.050
H -0.253 -2.568 1.201
C 0.655 -4.306 2.129
H 0.629 -3.858 3.130
C 1.181 -5.584 1.911
H 1.544 -6.164 2.757
C 1.212 -6.108 0.612
H 1.622 -7.106 0.441
C 0.755 -5.337 -0.467
H 0.792 -5.711 -1.489
H -0.746 -3.784 -2.132
C 0.778 -2.134 -3.668
C 1.062 -2.702 -2.295
H 1.603 -2.316 -4.382
H 0.616 -1.041 -3.604
H -0.121 -2.583 -4.105
C 2.293 -2.719 -1.760
C 3.532 -2.203 -2.422
H 2.434 -3.089 -0.738
H 4.270 -3.001 -2.582
H 4.003 -1.419 -1.824
H 3.278 -1.766 -3.388
Pb 0.267 0.186 -1.011
Cl 2.927 0.893 -1.495
C 0.895 3.229 -0.853
O -0.086 2.672 -1.391
N 1.011 4.535 -0.657
C 0.046 5.495 -1.179
C 2.220 5.076 -0.044
H 1.752 2.657 -0.450
H -0.840 4.982 -1.570
H 0.522 6.095 -1.967
H -0.232 6.179 -0.371
H 2.782 4.246 0.404
H 1.941 5.808 0.725
H 2.839 5.575 -0.805
H -3.720 -2.610 2.861
H -3.368 -0.238 3.614
C -2.794 -2.442 2.291
C -2.643 -0.029 2.812
N -2.731 -1.072 1.801
H -2.753 -3.133 1.441
C -3.068 -0.766 0.521
O -2.872 0.334 -0.023
H -2.843 0.947 2.357
H -3.537 -1.621 -0.010
H -1.944 -2.643 2.957
H -1.635 -0.019 3.255
H -3.161 1.626 -5.368
H -5.118 -0.037 -4.680
C -2.560 0.709 -5.303
C -4.344 -0.789 -4.458
N -3.062 -0.142 -4.235
H -1.517 0.963 -5.103
C -2.403 -0.168 -3.067
O -1.287 0.389 -2.945
H -4.626 -1.369 -3.575
H -2.887 -0.713 -2.238
H -2.646 0.173 -6.251
H -4.275 -1.456 -5.332
C 2.619 -1.106 1.586
Si 1.999 0.465 2.409
C 1.442 -0.078 4.118
C 3.401 1.687 2.151
N 0.595 1.250 1.639
C -0.017 2.343 2.103
C 0.436 3.134 3.221
C -0.136 4.370 3.526
C -1.224 4.845 2.789
C -1.751 4.065 1.752
C -1.192 2.832 1.441
H 3.620 -1.347 1.987
H 2.725 -0.969 0.505
H 1.974 -1.969 1.794
H 2.295 -0.348 4.754
H 0.864 0.693 4.642
H 0.792 -0.962 4.030
H 3.600 1.735 1.071
H 3.148 2.696 2.493
H 4.317 1.365 2.659
H 1.290 2.777 3.811
H 0.289 4.962 4.342
H -1.664 5.819 3.016
H -2.599 4.404 1.168
H -1.606 2.196 0.665
*
```

Mulliken atomic charge list, values in e, 2 entries: atom 1 (O): -0.407, atom 2 (C): 0.445

***

4.
Computed, not measured: C29H49NP2Tb as an isolated structure at a distorted geometry, with ωB97M-V/def2-TZVPD.

As for the LUMO energy (spin up / spin down): -2.99 / -5.32 eV. For the molar mass, the calculation gives 632.591 g/mol. For the electronic energy, the calculation gives -2695.68661 a.u. For the relative energy (zero: lowest compared OMol25 entry of this formula, charge and spin), the calculation gives 34.14 kcal/mol.

Geometry as ORCA input:
```
! RIJCOSX wB97M-V def2-TZVPD def2/J DEFGRID3
* xyz 1 7
Tb -0.431 1.437 -1.281
C -1.065 -1.778 2.320
C 0.191 -2.037 1.708
C 0.579 -0.896 3.662
C -0.824 -1.075 3.531
C 1.205 -1.467 2.522
C -2.380 -2.183 1.782
H -2.357 -3.234 1.452
H -2.670 -1.572 0.911
H -3.170 -2.083 2.539
C -1.842 -0.583 4.478
H -2.741 -1.208 4.441
H -2.142 0.452 4.254
H -1.448 -0.597 5.501
C 1.255 -0.216 4.782
H 0.747 -0.439 5.728
H 1.254 0.877 4.656
H 2.298 -0.545 4.857
C 2.655 -1.515 2.248
H 3.080 -2.498 2.510
H 3.192 -0.753 2.827
H 2.864 -1.347 1.182
C 0.421 -2.812 0.474
H 1.106 -3.656 0.646
H 0.886 -2.191 -0.307
H -0.518 -3.211 0.072
C -2.499 0.646 -2.004
C -1.396 0.257 -2.830
C -0.649 -1.022 -2.524
C 0.882 -0.862 -2.448
C 1.455 0.087 -1.325
C 2.194 1.284 -1.974
C 1.821 2.735 -1.751
C 0.537 3.185 -2.495
H -0.875 -1.773 -3.300
H 1.262 -0.532 -3.432
H -1.060 -1.497 -1.616
H 0.629 3.019 -3.579
H -2.698 1.745 -1.866
H -1.276 0.696 -3.835
H 0.307 4.232 -2.254
H 1.761 2.964 -0.665
H 2.306 1.114 -3.057
H 2.696 3.303 -2.121
H 1.319 -1.863 -2.309
H 2.297 -0.511 -0.917
P -4.068 -1.664 -2.759
C -5.838 -1.353 -3.219
C -4.355 -3.106 -1.626
P 4.465 1.104 -1.748
C -3.585 -0.274 -1.690
C 4.697 -0.472 -2.651
C 5.142 2.241 -3.012
H -6.282 -0.566 -2.596
H -6.396 -2.294 -3.101
H -5.900 -1.057 -4.276
H -3.815 -3.962 -2.063
H -5.427 -3.356 -1.609
H -3.998 -2.927 -0.604
H 4.435 2.458 -3.828
H 6.054 1.769 -3.409
H 5.408 3.178 -2.497
H -4.313 0.035 -0.920
H 0.888 0.171 -0.330
H 5.332 -1.079 -1.986
H 5.221 -0.303 -3.602
H 3.747 -1.000 -2.817
C 2.478 1.871 1.436
C 1.076 2.113 1.824
C 0.620 2.680 3.025
C -0.781 2.587 3.025
C -1.155 1.978 1.818
C -2.515 1.580 1.394
N -0.019 1.736 1.062
H 2.576 1.016 0.749
H 3.072 1.645 2.338
H 2.929 2.760 0.966
H 1.268 3.092 3.793
H -1.470 2.896 3.806
H -3.191 1.626 2.266
H -2.919 2.260 0.620
H -2.536 0.538 1.028
*
```

Mulliken atomic charge list, values in e, 2 entries: atom 1 (Tb): -0.006, atom 2 (C): 0.626

***

5.
Computed, not measured: C29H49O15PdS5 as an isolated structure at a distorted geometry, with ωB97M-V/def2-TZVPD.

As for the LUMO energy (spin up / spin down): 1.85 / 0.57 eV. For the molar mass, the calculation gives 904.451 g/mol. For the electronic energy, the calculation gives -4381.42133 a.u. For the relative energy (zero: lowest compared OMol25 entry of this formula, charge and spin), the calculation gives 110.31 kcal/mol.

Geometry as ORCA input:
```
! RIJCOSX wB97M-V def2-TZVPD def2/J DEFGRID3
* xyz -1 3
Pd 0.439 -0.223 0.009
C 5.912 -1.946 -3.314
C 5.835 -1.631 -1.783
C 6.941 -0.774 -1.237
O 4.566 -1.160 -1.313
H 5.896 -1.041 -3.922
H 5.042 -2.512 -3.646
H 6.802 -2.523 -3.566
H 5.953 -2.609 -1.316
H 6.952 -0.569 -0.167
H 7.071 0.165 -1.776
H 7.899 -1.284 -1.338
C -7.199 0.110 3.919
C -6.557 0.009 5.228
C -5.026 -0.105 5.349
O -4.581 -0.071 6.547
C -4.219 -0.048 4.088
C -4.882 -0.003 2.932
C -6.412 0.041 2.828
O -7.083 0.140 1.734
O -4.107 0.015 1.867
O -7.228 0.172 6.227
H -8.275 0.067 3.993
H -3.148 -0.172 4.158
C -1.933 -7.158 1.497
C -0.659 -7.836 0.961
C 0.501 -6.770 0.879
S 0.255 -5.671 2.338
O -0.096 -4.355 1.799
O 1.371 -5.836 3.257
C -1.366 -6.458 2.810
H -2.736 -7.800 1.859
H -2.326 -6.429 0.789
H -0.823 -8.206 -0.051
H -0.377 -8.718 1.537
H 0.468 -6.151 -0.018
H 1.504 -7.190 0.957
H -2.120 -5.931 3.394
H -0.885 -7.280 3.340
C -3.131 -1.973 -6.676
C -4.463 -2.377 -5.998
C -4.251 -2.708 -4.545
S -2.464 -3.339 -4.393
O -2.544 -4.799 -4.206
O -1.644 -2.557 -3.466
C -2.134 -2.990 -6.174
H -2.824 -0.950 -6.461
H -3.177 -1.984 -7.765
H -4.860 -3.222 -6.560
H -5.174 -1.562 -6.128
H -4.887 -3.518 -4.188
H -4.440 -1.852 -3.897
H -2.404 -3.941 -6.633
H -1.092 -2.864 -6.468
C 4.084 5.496 -5.115
C 2.875 5.971 -5.949
C 1.609 5.232 -5.587
S 2.145 3.571 -5.256
O 2.432 2.763 -6.442
O 1.376 2.940 -4.148
C 3.776 4.136 -4.473
H 4.404 6.255 -4.402
H 4.924 5.368 -5.798
H 3.097 5.728 -6.989
H 2.694 7.045 -5.987
H 0.685 5.218 -6.166
H 1.461 5.846 -4.698
H 4.546 3.367 -4.517
H 3.455 4.486 -3.492
C -3.792 6.582 1.818
C -4.228 5.773 0.537
C -3.094 5.774 -0.472
S -1.561 5.511 0.676
O -0.538 6.512 0.385
O -1.125 4.095 0.835
C -2.509 5.885 2.255
H -4.614 6.577 2.534
H -3.583 7.629 1.602
H -5.176 6.136 0.140
H -4.544 4.756 0.768
H -3.041 6.751 -0.951
H -3.173 5.066 -1.297
H -1.814 6.308 2.979
H -2.750 4.934 2.730
C 4.736 -1.165 6.962
C 4.111 0.002 7.813
C 2.974 0.500 6.971
S 3.568 0.427 5.222
O 4.367 1.662 5.024
O 2.447 0.116 4.388
C 4.720 -0.895 5.454
H 4.294 -2.158 7.036
H 5.757 -1.268 7.329
H 4.828 0.802 7.997
H 3.722 -0.209 8.809
H 2.598 1.508 7.144
H 2.164 -0.212 7.129
H 5.662 -0.743 4.927
H 4.151 -1.699 4.987
*
```

Mulliken atomic charge list, values in e, 2 entries: atom 1 (Pd): 0.074, atom 2 (C): -1.110